Density functional theory data (the ωB97M-V functional and the def2-TZVPD basis) for C22H22BNO3 in the gas phase at a distorted geometry.

Output
- Highest occupied orbital energy: -8.7 eV
- Structure (SMILES): C[C@@H](NC(=O)c1ccccc1C(c1ccccc1)c1ccccc1)B(O)O
- LUMO: 0.32 eV
- Energy relative to the best compared isomer or geometry (same formula, charge and spin): 20.4 kJ/mol
- DFT total energy: -1156.99204 Ha
- Orbital gap: 9.0 eV

Cartesian coordinates (Å):
O1 0.298 1.866 -1.323
O2 -1.435 5.840 1.633
O3 -3.024 4.973 -0.066
B1 -1.787 5.047 0.547
C1 -0.825 1.648 -0.873
C2 0.966 -1.980 3.868
C3 3.111 -3.255 -2.830
C4 -3.486 -0.937 -1.304
C5 0.924 -0.649 3.515
C6 0.936 -2.967 2.914
C7 3.610 -2.807 -1.619
C8 1.873 -2.792 -3.282
C9 -2.781 -2.055 -0.951
C10 -2.800 0.262 -1.312
C11 0.797 -0.311 2.184
C12 0.942 -2.616 1.566
C13 2.845 -2.004 -0.818
C14 1.120 -1.987 -2.467
C15 -1.406 -2.018 -0.708
C16 -1.451 0.332 -0.956
C17 0.853 -1.289 1.183
C18 1.571 -1.656 -1.203
C19 -0.743 -0.837 -0.684
N1 -1.496 2.663 -0.191
C20 0.727 -0.828 -0.260
C21 0.428 3.749 0.932
C22 -0.775 3.930 0.014
H1 -2.185 6.408 1.917
H2 -3.020 4.239 -0.727
H3 0.865 -2.283 4.906
H4 3.715 -3.954 -3.417
H5 -4.506 -0.975 -1.591
H6 0.937 0.161 4.241
H7 0.901 -4.009 3.184
H8 4.623 -3.087 -1.359
H9 1.527 -3.183 -4.240
H10 -3.274 -3.012 -1.016
H11 -3.318 1.165 -1.533
H12 0.635 0.727 1.923
H13 0.998 -3.369 0.827
H14 3.244 -1.614 0.092
H15 0.154 -1.630 -2.804
H16 -0.910 -2.949 -0.472
H17 -2.302 2.496 0.381
H18 1.084 0.224 -0.354
H19 1.054 2.955 0.573
H20 0.120 3.464 1.930
H21 1.060 4.662 0.984
H22 -0.392 4.242 -0.958

In elementary charge units, the Löwdin charges are: number 1, O, carries 0.0623; number 2, O, carries 0.1577; number 3, O, carries 0.1419; number 4, B, carries -0.5804; number 5, C, carries -0.4054; number 6, C, carries -0.1046; number 7, C, carries -0.0927; number 8, C, carries -0.0728; number 9, C, carries -0.0822; number 10, C, carries -0.0715; number 11, C, carries -0.0853; number 12, C, carries -0.0761; number 13, C, carries -0.0556; number 14, C, carries -0.0175; number 15, C, carries -0.0207; number 16, C, carries -0.0388; number 17, C, carries -0.0457; number 18, C, carries -0.0335; number 19, C, carries -0.0250; number 20, C, carries -0.0842; number 21, C, carries -0.1790; number 22, C, carries -0.1851; number 23, C, carries -0.1384; number 24, N, carries 0.0958; number 25, C, carries -0.1581; number 26, C, carries -0.0553; number 27, C, carries -0.2492; number 28, H, carries 0.1234; number 29, H, carries 0.1089; number 30, H, carries 0.1033; number 31, H, carries 0.1034; number 32, H, carries 0.0980; number 33, H, carries 0.1068; number 34, H, carries 0.1022; number 35, H, carries 0.1043; number 36, H, carries 0.1063; number 37, H, carries 0.1057; number 38, H, carries 0.1031; number 39, H, carries 0.1036; number 40, H, carries 0.1043; number 41, H, carries 0.1208; number 42, H, carries 0.1209; number 43, H, carries 0.1241; number 44, H, carries 0.1388; number 45, H, carries 0.1412; number 46, H, carries 0.0549; number 47, H, carries 0.0785; number 48, H, carries 0.1017; number 49, H, carries 0.1451


Density functional theory data (the ωB97M-V functional and the def2-TZVPD basis) for C15H21NO4 in the gas phase at a distorted geometry.

Output
- Highest occupied orbital energy: -9.5 eV
- Structure (SMILES): CCCCC1=CC(=O)C(CCOC(=O)CC)=C(N)C1=O
- LUMO: -1.98 eV
- Energy relative to the best compared isomer or geometry (same formula, charge and spin): 1240.2 kJ/mol
- DFT total energy: -939.47920 Ha
- Orbital gap: 7.5 eV

Cartesian coordinates (Å):
C1 0.397 5.425 0.628
C2 -0.337 5.758 -0.799
C3 -0.884 4.448 -1.622
C4 -1.874 3.606 -0.623
C5 -1.454 2.040 -0.380
C6 -2.583 1.108 0.022
C7 -2.274 -0.473 0.338
O1 -3.267 -1.160 0.964
C8 -0.803 -1.168 -0.045
C9 -0.724 -2.798 0.101
C10 -0.151 -3.589 -1.215
O2 0.006 -5.022 -0.797
C11 1.292 -5.166 -0.038
O3 2.467 -5.234 -0.724
C12 1.404 -5.305 1.592
C13 2.402 -4.159 2.289
C14 0.302 -0.253 -0.439
N1 1.653 -0.862 -0.744
C15 0.052 1.400 -0.493
O4 1.200 2.126 -0.594
H1 1.249 6.236 0.784
H2 0.921 4.380 0.690
H3 -0.312 5.534 1.574
H4 0.417 6.435 -1.421
H5 -1.259 6.470 -0.540
H6 -0.048 3.810 -2.147
H7 -1.559 4.877 -2.509
H8 -2.946 3.583 -1.148
H9 -2.048 4.095 0.428
H10 -3.679 1.562 0.135
H11 -0.130 -3.027 1.104
H12 -1.821 -3.227 0.294
H13 -0.877 -3.593 -2.138
H14 0.910 -3.254 -1.579
H15 0.370 -5.265 2.160
H16 1.897 -6.348 1.882
H17 1.932 -3.079 2.271
H18 2.619 -4.395 3.434
H19 3.477 -4.154 1.772
H20 2.432 -0.170 -0.715
H21 1.631 -1.191 -1.753

In elementary charge units, the Löwdin charges are: number 1, C, carries -0.1582; number 2, C, carries -0.2639; number 3, C, carries -0.2097; number 4, C, carries -0.1654; number 5, C, carries -0.0744; number 6, C, carries 0.0535; number 7, C, carries -0.1714; number 8, O, carries -0.0639; number 9, C, carries -0.0375; number 10, C, carries -0.0996; number 11, C, carries -0.1531; number 12, O, carries -0.1311; number 13, C, carries -0.2290; number 14, O, carries -0.0313; number 15, C, carries -0.1541; number 16, C, carries -0.1317; number 17, C, carries -0.1150; number 18, N, carries 0.0473; number 19, C, carries -0.1067; number 20, O, carries -0.0635; number 21, H, carries 0.0785; number 22, H, carries 0.0661; number 23, H, carries 0.0784; number 24, H, carries 0.1103; number 25, H, carries 0.1155; number 26, H, carries 0.1121; number 27, H, carries 0.1142; number 28, H, carries 0.1254; number 29, H, carries 0.1228; number 30, H, carries 0.1406; number 31, H, carries 0.1186; number 32, H, carries 0.1377; number 33, H, carries 0.1473; number 34, H, carries 0.1123; number 35, H, carries 0.1174; number 36, H, carries 0.1307; number 37, H, carries 0.0704; number 38, H, carries 0.0848; number 39, H, carries 0.0941; number 40, H, carries 0.0826; number 41, H, carries 0.0987


Density functional theory data (the ωB97M-V functional and the def2-TZVPD basis) for a molecular structure, C4H2O3 at a distorted geometry.

Output
- Highest occupied orbital energy: -9.5 eV
- LUMO: -0.21 eV
- Energy relative to the best compared isomer or geometry (same formula, charge and spin): 346.1 kJ/mol
- DFT total energy: -379.20876 Ha
- Orbital gap: 9.3 eV

Cartesian coordinates (Å):
C1 -0.370 -0.703 -0.701
C2 0.068 0.428 -1.098
C3 0.510 1.027 -0.001
C4 -0.061 -0.154 0.780
H1 -0.614 -2.493 -0.215
H2 -0.173 1.164 -2.107
O1 -0.714 -1.868 -1.156
O2 1.036 2.074 0.350
O3 -0.334 -0.487 1.862

In elementary charge units, the Löwdin charges are: number 1, C, carries -0.2462; number 2, C, carries -0.0112; number 3, C, carries -0.3871; number 4, C, carries -0.2379; number 5, H, carries 0.2630; number 6, H, carries 0.2222; number 7, O, carries 0.1118; number 8, O, carries 0.1035; number 9, O, carries 0.1819


Density functional theory data (the ωB97M-V functional and the def2-TZVPD basis) for a molecular structure, C24H30CrF7O29P2 at a distorted geometry.

Output
- Highest occupied orbital energy (alpha / beta): -6.3 / -7.3 eV
- Spin multiplicity: 5
- LUMO (alpha / beta): 0.97 / 0.85 eV
- Energy relative to the best compared isomer or geometry (same formula, charge and spin): 382.4 kJ/mol
- Net charge: -1
- DFT total energy: -5541.10326 Ha
- Orbital gap (alpha / beta): 7.3 / 8.2 eV

Cartesian coordinates (Å):
Cr1 -2.728 0.763 -0.284
P1 -0.473 0.078 -0.055
O1 -1.232 -0.059 -1.365
O2 -1.560 -0.590 0.801
O3 -0.894 1.552 0.267
O4 0.916 -0.481 0.012
C1 3.715 -1.722 0.540
C2 4.484 -0.736 -0.312
O5 5.423 -1.491 -1.049
C3 5.677 -2.626 -0.308
O6 6.568 -3.403 -0.371
O7 4.684 -2.784 0.683
F1 5.061 0.221 0.415
H1 2.907 -2.046 -0.117
H2 3.347 -1.402 1.515
H3 3.764 -0.267 -0.983
C4 0.778 -3.112 2.196
C5 -0.746 -3.246 2.012
O8 -1.054 -4.124 3.145
C6 -0.007 -4.888 3.471
O9 -0.027 -5.921 4.090
O10 1.097 -4.393 2.856
F2 -1.062 -3.964 1.004
H4 1.080 -2.291 2.847
H5 1.308 -2.976 1.254
H6 -1.327 -2.340 2.186
C7 -1.837 4.296 2.674
C8 -1.599 4.401 1.157
O11 -1.384 5.731 0.986
C9 -0.753 6.202 2.060
O12 -0.374 7.312 2.233
O13 -0.895 5.262 3.000
F3 -2.663 3.989 0.490
H7 -1.605 3.295 3.037
H8 -2.837 4.546 3.029
H9 -0.749 3.805 0.828
C10 0.722 -1.357 -2.945
C11 0.902 -2.652 -2.171
O14 2.291 -2.796 -2.270
C12 2.677 -2.235 -3.448
O15 3.782 -2.488 -3.877
O16 1.750 -1.471 -3.928
F4 0.345 -3.596 -2.847
H10 0.954 -0.557 -2.242
H11 -0.241 -1.076 -3.370
H12 0.478 -2.576 -1.170
C13 -1.396 0.574 3.830
C14 0.093 0.869 3.793
O17 0.630 0.186 4.804
C15 -0.199 -0.829 5.069
O18 0.090 -1.874 5.715
O19 -1.320 -0.608 4.589
F5 0.246 2.192 3.956
H13 -1.726 0.345 2.816
H14 -1.953 1.365 4.334
H15 0.504 0.642 2.809
C16 2.563 2.231 1.374
C17 3.811 3.013 0.810
O20 3.527 4.334 1.042
C18 2.620 4.381 2.030
O21 2.267 5.449 2.537
O22 2.081 3.232 2.274
F6 3.952 2.631 -0.454
H16 2.728 1.253 1.828
H17 1.778 2.184 0.620
H18 4.753 2.747 1.290
C19 1.427 2.303 -2.095
C20 0.047 2.755 -2.509
O23 -0.068 2.369 -3.912
C21 1.182 2.242 -4.391
O24 1.537 2.217 -5.547
O25 2.006 2.195 -3.379
F7 -0.148 4.038 -2.414
H19 1.279 1.448 -1.434
H20 1.890 3.069 -1.474
H21 -0.668 2.256 -1.856
C22 -2.901 -3.372 -1.070
O26 -4.076 -3.021 -1.805
P2 -4.635 -1.528 -1.865
O27 -4.253 -0.616 -0.765
O28 -4.295 -0.960 -3.337
C23 -2.900 -0.840 -3.760
O29 -6.226 -1.691 -1.922
C24 -6.840 -2.438 -3.035
H22 -2.219 -2.533 -0.933
H23 -2.223 -4.083 -1.543
H24 -3.253 -3.739 -0.105
H25 -2.539 0.188 -3.784
H26 -2.733 -1.284 -4.741
H27 -2.148 -1.317 -3.131
H28 -7.645 -3.054 -2.635
H29 -6.044 -2.977 -3.550
H30 -7.268 -1.735 -3.750

In elementary charge units, the Löwdin charges are: number 1, Cr, carries 0.9263; number 2, P, carries -0.0442; number 3, O, carries -0.4050; number 4, O, carries -0.4122; number 5, O, carries -0.4055; number 6, O, carries -0.2934; number 7, C, carries -0.0763; number 8, C, carries -0.3434; number 9, O, carries 0.1457; number 10, C, carries -0.4777; number 11, O, carries 0.1801; number 12, O, carries 0.0464; number 13, F, carries 0.0874; number 14, H, carries 0.0909; number 15, H, carries 0.1354; number 16, H, carries 0.1618; number 17, C, carries -0.0061; number 18, C, carries -0.3248; number 19, O, carries 0.1096; number 20, C, carries -0.5662; number 21, O, carries 0.1414; number 22, O, carries 0.0650; number 23, F, carries 0.1409; number 24, H, carries 0.1270; number 25, H, carries 0.1082; number 26, H, carries 0.1398; number 27, C, carries -0.0447; number 28, C, carries -0.3837; number 29, O, carries 0.1667; number 30, C, carries -0.5691; number 31, O, carries 0.1886; number 32, O, carries 0.0733; number 33, F, carries 0.0882; number 34, H, carries 0.1091; number 35, H, carries 0.1445; number 36, H, carries 0.1490; number 37, C, carries -0.0544; number 38, C, carries -0.3723; number 39, O, carries 0.1214; number 40, C, carries -0.5723; number 41, O, carries 0.1513; number 42, O, carries 0.1294; number 43, F, carries 0.1318; number 44, H, carries 0.0899; number 45, H, carries 0.1170; number 46, H, carries 0.1483; number 47, C, carries -0.0130; number 48, C, carries -0.3810; number 49, O, carries 0.1915; number 50, C, carries -0.5887; number 51, O, carries 0.1033; number 52, O, carries 0.1363; number 53, F, carries 0.0808; number 54, H, carries 0.1069; number 55, H, carries 0.1450; number 56, H, carries 0.1533; number 57, C, carries 0.0021; number 58, C, carries -0.3412; number 59, O, carries 0.1694; number 60, C, carries -0.5562; number 61, O, carries 0.1381; number 62, O, carries 0.0764; number 63, F, carries 0.0847; number 64, H, carries 0.1334; number 65, H, carries 0.1031; number 66, H, carries 0.1680; number 67, C, carries -0.0574; number 68, C, carries -0.3341; number 69, O, carries 0.1396; number 70, C, carries -0.5838; number 71, O, carries 0.1462; number 72, O, carries 0.1049; number 73, F, carries 0.1262; number 74, H, carries 0.0870; number 75, H, carries 0.1305; number 76, H, carries 0.1162; number 77, C, carries -0.0803; number 78, O, carries -0.1856; number 79, P, carries 0.4603; number 80, O, carries -0.2694; number 81, O, carries -0.1973; number 82, C, carries -0.0715; number 83, O, carries -0.2042; number 84, C, carries -0.0514; number 85, H, carries 0.0599; number 86, H, carries 0.0947; number 87, H, carries 0.0992; number 88, H, carries 0.0921; number 89, H, carries 0.0978; number 90, H, carries 0.0439; number 91, H, carries 0.0917; number 92, H, carries 0.0811; number 93, H, carries 0.0880